A molecular structure, C28H29N6ORuS2Si. Source: OMol25; level of theory: ωB97M-V/def2-TZVPD.

Structure (XYZ):
```
68
Properties=species:S:1:pos:R:3
Ru -0.2123 -0.1205 0.5431
O 1.8200 -0.1752 0.5092
N 2.6005 0.1574 1.5364
C 3.9180 -0.1172 1.4100
C 4.8006 0.1829 2.4059
C 4.3253 0.7859 3.5750
C 2.9844 1.0535 3.6896
C 2.0909 0.7314 2.6557
S 0.4110 1.0355 2.7937
H 4.1973 -0.5850 0.4782
H 5.8458 -0.0537 2.2755
H 5.0037 1.0330 4.3799
H 2.5680 1.5088 4.5761
N -0.4357 1.9627 -0.0844
S 0.3213 2.9790 -1.0555
C 1.7233 3.6365 -0.1182
C 1.5196 4.1761 1.1434
C 2.6173 4.5643 1.8919
C 3.9009 4.4105 1.3788
C 4.0914 3.8728 0.1150
C 2.9961 3.4752 -0.6410
C -0.7340 4.4437 -1.0893
C -0.1793 5.6880 -1.3522
C -1.0058 6.7996 -1.3570
C -2.3653 6.6632 -1.1088
C -2.9089 5.4084 -0.8805
C -2.0943 4.2850 -0.8782
H -0.8844 2.4362 0.6926
H 0.5177 4.2974 1.5371
H 2.4716 4.9965 2.8732
H 4.7559 4.7145 1.9683
H 5.0903 3.7678 -0.2871
H 3.1273 3.0488 -1.6284
H 0.8813 5.7964 -1.5387
H -0.5848 7.7765 -1.5531
H -3.0020 7.5376 -1.0984
H -3.9713 5.2992 -0.7088
H -2.5147 3.3007 -0.7175
N -2.1257 -0.1615 0.6066
C -3.2645 -0.3665 0.3521
N -4.4710 -0.4415 0.1112
C -5.3232 -1.3726 -0.2404
N -6.1186 -2.1489 -0.5548
C 0.8887 -3.5322 -2.2599
Si -0.5196 -2.5905 -1.4291
C -2.1551 -3.5138 -1.4391
C -0.5927 -0.9257 -2.3361
N -0.1951 -2.1754 0.2767
C 0.2032 -3.0289 1.2347
C 0.4443 -4.4095 0.9748
C 0.8942 -5.2453 1.9655
C 1.1248 -4.7647 3.2559
C 0.8374 -3.4328 3.5566
C 0.3672 -2.5892 2.5807
H 0.6080 -3.7219 -3.2985
H 1.1249 -4.4946 -1.8090
H 1.8028 -2.9352 -2.2666
H -2.4648 -3.7166 -2.4663
H -2.9486 -2.9394 -0.9582
H -2.0784 -4.4690 -0.9164
H -0.2875 -1.0663 -3.3748
H 0.1055 -0.1940 -1.9113
H -1.5915 -0.4879 -2.3410
H 0.2574 -4.8055 -0.0124
H 1.0603 -6.2919 1.7472
H 1.4977 -5.4280 4.0242
H 0.9591 -3.0690 4.5684
H 0.0800 -1.5766 2.8306
```

Computed properties:
Total charge: +1
Relative energy (zero: lowest compared OMol25 entry of this formula, charge and spin), kcal per mole: 12.9
2S+1: 5
E_tot, Eh: -2668.60721
LUMO level (spin up / spin down), Eh: -0.0927 / -0.1801
HOMO-LUMO gap (spin up / spin down), eV: 8.4 / 6.2

natural (NBO) atomic charges, in units of e: 1.19 -0.56 0.01 0.04 -0.26 -0.14 -0.23 0.03 -0.13 0.24 0.25 0.24 0.25 -1.13 1.13 -0.28 -0.14 -0.22 -0.18 -0.21 -0.20 -0.15 -0.24 -0.19 -0.18 -0.19 -0.25 0.39 0.22 0.23 0.23 0.23 0.23 0.23 0.23 0.23 0.23 0.24 -0.62 0.68 -0.59 0.41 -0.36 -1.12 1.76 -1.12 -1.12 -0.76 0.14 -0.19 -0.20 -0.13 -0.23 -0.13 0.26 0.24 0.25 0.26 0.25 0.25 0.26 0.22 0.26 0.22 0.23 0.23 0.23 0.22